# 1
A molecular structure, C4H16BO2S2Sn. Source: the Open Molecules 2025 dataset; level of theory: ωB97M-V/def2-TZVPD.

Geometry as XYZ:
```
26
Properties=species:S:1:pos:R:3:forces:R:3
Sn 0.683 -0.931 1.186 -1.928 0.087 -2.650
S -3.362 -1.356 1.361 -0.584 2.357 -1.884
S 4.133 1.129 -0.811 -1.044 -0.574 0.313
O -2.162 -0.349 1.524 -0.022 -1.290 0.048
O 2.781 0.523 -0.295 0.944 0.932 0.081
C -4.802 -0.444 2.094 0.113 -0.226 0.515
C 4.124 2.986 -0.867 -1.095 -0.339 1.213
C 5.331 0.668 0.478 0.211 -0.209 0.171
C -3.983 -1.103 -0.415 0.636 -0.324 0.204
B -0.826 -1.789 -1.666 0.700 1.445 -0.541
H -4.967 -1.562 -0.519 0.044 -0.016 0.287
H 6.197 1.320 0.591 -0.118 0.152 -0.452
H 4.922 0.516 1.477 -0.592 0.413 -0.171
H 5.661 -0.321 0.161 0.158 0.090 -0.138
H 0.194 -1.558 -1.935 4.338 0.676 -1.289
H 3.290 3.312 -1.488 0.262 -0.452 -0.583
H -3.299 -1.533 -1.147 0.131 -0.407 0.468
H -4.881 0.598 1.786 0.827 0.025 0.041
H -4.009 -0.054 -0.708 -0.115 0.190 0.725
H -1.321 -0.832 -1.717 -2.055 3.604 0.231
H -4.706 -0.566 3.173 0.138 0.356 -0.021
H -0.834 -2.160 -0.653 -0.283 -1.980 5.644
H -1.272 -2.487 -2.357 -1.423 -3.069 -2.074
H -5.797 -0.819 1.850 0.335 -0.831 -0.389
H 3.827 3.408 0.094 0.441 -0.180 0.343
H 5.076 3.402 -1.196 -0.019 -0.429 -0.091
```
Positions in Å, forces in eV/Å.

The energy above the lowest of the compared OMol25 structures with the same formula, charge and spin comes out at 59.4 kcal/mol. The net charge is +1. The total energy comes out at -36666.8887 eV. Its LUMO energy is -6.247 eV. The calculation puts the strongest force on any atom at 5.99 eV/Å. Its spin multiplicity is 1. For the HOMO-LUMO gap, the calculation gives 0.22619 Ha. As for the HOMO energy: -12.402 eV.



# 2
A gas-phase ion, C4H9N2O (charge +1). Source: the Open Molecules 2025 dataset; level of theory: ωB97M-V/def2-TZVPD.

Geometry as XYZ:
```
16
Properties=species:S:1:pos:R:3:forces:R:3
O -2.927 0.028 -0.765 -2.539 -0.106 -1.100
N -1.295 -1.443 0.143 -1.795 -0.719 -1.372
N 1.042 -1.452 -0.426 -0.871 -3.096 2.153
C -0.658 1.638 0.936 -0.170 1.513 0.321
C -1.881 -0.297 -0.392 3.362 1.432 2.025
C -0.588 0.546 -0.050 -0.611 -2.769 0.491
C -0.017 -0.888 0.452 -1.720 2.612 0.895
H -1.844 -2.312 0.170 1.093 0.016 0.638
H 0.354 2.008 1.061 0.213 0.449 -0.119
H -0.915 1.337 1.964 -0.728 0.172 -0.571
H 0.580 -2.366 -0.543 0.963 -0.277 -0.498
H 1.130 -1.096 -1.320 0.101 1.585 -2.380
H -0.142 0.911 -0.927 0.952 0.272 -1.371
H 1.951 -1.617 -0.022 0.520 0.189 0.384
H 0.215 -0.928 1.530 0.626 -0.195 -0.700
H -1.274 2.475 0.460 0.602 -1.078 1.205
```
Positions in Å, forces in eV/Å.

Its SMILES is C[C@@H]1C(=O)N[C@H]1[NH3+]. The energy above the lowest of the compared OMol25 structures with the same formula, charge and spin comes out at 55.1 kcal/mol. The net charge is +1. The total energy comes out at -9313.6247 eV. Its LUMO energy is -3.935 eV. The calculation puts the strongest force on any atom at 4.18 eV/Å. Its spin multiplicity is 1. For the HOMO-LUMO gap, the calculation gives 0.36859 Ha. As for the HOMO energy: -13.965 eV.



# 3
A single C3H7NO molecule. Source: the Open Molecules 2025 dataset; level of theory: ωB97M-V/def2-TZVPD.

Geometry as XYZ:
```
12
Properties=species:S:1:pos:R:3:forces:R:3
O 1.268 1.297 0.774 -0.013 -0.180 -0.271
N 1.777 -0.125 -0.900 0.041 0.095 -0.009
C 0.966 0.325 0.101 0.002 0.110 0.113
C -1.581 0.234 -0.073 -0.022 0.085 -0.033
C -0.301 -0.452 0.413 0.021 -0.047 0.112
H -2.455 -0.229 0.397 0.150 0.068 -0.108
H 1.504 -0.810 -1.585 -0.072 0.041 0.234
H -1.565 1.290 0.212 -0.025 -0.124 -0.057
H 2.615 0.412 -1.065 -0.122 -0.045 -0.088
H -0.257 -1.492 0.067 0.070 0.198 0.017
H -1.709 0.165 -1.158 0.081 0.030 0.147
H -0.305 -0.445 1.505 -0.110 -0.230 -0.058
```
Positions in Å, forces in eV/Å.

Its SMILES is CCC(N)=O. The energy above the lowest of the compared OMol25 structures with the same formula, charge and spin comes out at 1.8 kcal/mol. The net charge is 0. The total energy comes out at -6762.6738 eV. Its LUMO energy is 0.905 eV. The calculation puts the strongest force on any atom at 0.33 eV/Å. Its spin multiplicity is 1. For the HOMO-LUMO gap, the calculation gives 0.39142 Ha. As for the HOMO energy: -9.747 eV.



# 4
A molecular structure, C19H37CrN2P. Source: the Open Molecules 2025 dataset; level of theory: ωB97M-V/def2-TZVPD.

Geometry as XYZ:
```
60
Properties=species:S:1:pos:R:3:forces:R:3
Cr 0.023 0.057 0.275 0.885 -1.317 -0.504
P -3.229 -0.717 0.482 6.286 1.026 -1.289
N 0.343 -1.899 1.333 2.360 2.011 -1.180
N -1.681 -0.317 0.119 -6.110 -0.822 0.700
C -0.276 2.099 -0.679 0.887 1.671 0.511
C 1.252 -1.974 0.032 0.476 -0.218 1.280
C 0.256 -0.779 -1.803 0.988 -1.713 -0.464
C 2.005 -0.649 -0.305 0.244 -0.622 0.648
C -3.223 -3.098 -1.041 0.041 -0.284 -0.162
C -5.484 0.940 0.689 -0.323 0.798 0.152
C -3.676 1.718 -0.883 -0.013 0.025 -0.146
C -2.609 -0.794 3.204 -0.049 0.393 0.342
C 0.218 -1.946 -1.049 0.807 0.150 -1.021
C -2.004 -2.821 1.980 0.452 0.316 -0.077
C -3.899 -1.051 -2.261 -0.057 -0.052 -0.231
C -3.309 1.884 1.544 0.096 0.154 0.220
C 1.395 -0.020 -1.405 -0.152 -0.167 -0.127
C -5.444 -2.094 -0.610 -0.292 -0.302 -0.371
C 0.589 2.008 0.437 1.288 1.037 0.793
C -3.071 -1.718 2.078 -0.767 -0.763 0.183
C -4.407 -2.371 2.448 -0.299 0.018 0.628
C -3.971 1.013 0.465 -0.958 -0.158 -0.016
C -3.974 -1.769 -0.904 -0.506 0.154 0.532
H 0.770 -1.751 2.244 1.202 0.020 -0.168
H -6.073 -1.203 -0.522 0.132 -0.305 -0.030
H -2.486 -1.393 4.125 0.023 0.045 -0.394
H -2.624 1.601 -1.185 -0.499 -0.190 0.185
H -3.630 1.607 2.553 0.145 0.085 -0.197
H 3.015 -0.426 0.053 -0.575 0.031 0.105
H -5.241 -1.659 2.423 -0.229 -0.143 0.013
H -4.685 -0.295 -2.364 0.271 -0.132 0.043
H -2.914 -0.612 -2.474 -0.292 -0.056 0.267
H -2.140 -2.960 -1.125 -0.460 0.020 0.207
H 0.194 2.265 -1.661 -0.329 -0.098 0.457
H -6.023 0.634 -0.216 0.177 0.045 0.288
H -0.443 -0.511 -2.575 -0.055 0.080 -0.097
H -3.564 -3.581 -1.971 -0.008 0.114 0.113
H -5.755 0.281 1.525 0.007 0.101 -0.189
H -4.337 1.387 -1.690 0.203 0.083 0.254
H 0.229 2.120 1.471 -0.076 0.666 -0.441
H 1.927 -2.870 0.135 -0.523 0.496 -0.377
H -5.843 1.948 0.935 -0.132 -0.074 0.020
H -4.105 -1.800 -3.040 0.056 0.064 0.117
H -3.618 2.931 1.386 -0.029 -0.271 -0.014
H -1.638 -0.310 2.976 -0.612 -0.266 -0.031
H -2.208 1.856 1.479 -0.494 -0.202 0.014
H -0.710 -2.336 1.738 -1.625 -0.783 -0.740
H -5.573 -2.715 0.281 0.012 0.251 -0.303
H -3.365 -0.034 3.430 0.156 -0.045 0.125
H -5.808 -2.675 -1.467 -0.171 0.002 0.057
H 1.687 2.184 0.335 -0.894 -0.479 0.096
H -2.052 -3.440 2.895 -0.248 0.165 -0.083
H -3.863 2.798 -0.762 -0.013 -0.234 0.117
H -1.120 2.781 -0.503 -0.327 -1.050 -0.219
H -2.123 -3.472 1.116 -0.088 -0.089 0.179
H 1.668 0.910 -1.877 0.270 -0.089 0.104
H -3.454 -3.798 -0.229 0.157 0.289 -0.141
H -0.380 -2.818 -1.234 -0.479 0.214 0.219
H -4.325 -2.747 3.479 -0.054 0.039 -0.134
H -4.629 -3.244 1.821 0.113 0.359 0.176
```
Positions in Å, forces in eV/Å.

The energy above the lowest of the compared OMol25 structures with the same formula, charge and spin comes out at 0.0 kcal/mol. The net charge is -1. The total energy comes out at -60986.8276 eV. Its LUMO energy (spin up / spin down) is 2.944 / 2.936 eV. The calculation puts the strongest force on any atom at 6.50 eV/Å. Its spin multiplicity is 4. For the HOMO-LUMO gap (spin up / spin down), the calculation gives 0.19560 / 0.17388 Ha. As for the HOMO energy (spin up / spin down): -2.379 / -1.796 eV.



Which value of strongest force on any atom does entry 4 give? 6.50 eV/Å